C45H54BN8O5SSc | wB97M-V/def2-TZVPD

**2S+1**: 1
**Energy**: -101917.8270 eV
**Strongest force on any atom**: 0.0577 hartree/bohr
**HOMO**: -0.093 Eh
**Total charge**: -2

Cartesian coordinates (Å):
Sc: -0.67 -17.58 4.03
C: 3.43 -19.06 4.10
C: 2.69 -19.81 5.14
C: 1.95 -19.34 6.15
C: 1.52 -20.48 6.89
N: 1.87 -21.58 6.27
N: 2.61 -21.21 5.18
B: 3.21 -22.13 4.30
N: 1.17 -16.60 2.12
N: 1.34 -14.02 3.49
C: 0.32 -13.88 2.67
C: -0.36 -14.84 1.79
C: 0.16 -16.06 1.43
C: -0.42 -16.68 0.14
C: -0.16 -12.40 2.69
C: -0.73 -11.94 1.35
C: 0.97 -11.37 2.98
C: -1.18 -12.45 3.83
N: 2.95 -23.53 4.27
N: 1.69 -23.93 4.60
C: 1.65 -25.16 4.29
C: 2.84 -25.61 3.71
C: 3.66 -24.50 3.63
C: 5.03 -24.40 3.10
C: 0.34 -25.87 4.58
C: 0.55 -27.41 4.27
C: -0.17 -25.59 6.01
C: -0.73 -25.33 3.53
C: 0.66 -20.54 8.15
C: 0.60 -21.97 8.69
C: 1.37 -19.67 9.20
C: -0.71 -19.96 7.80
H: 2.85 -18.13 4.14
H: 3.42 -19.37 3.08
H: 4.45 -19.00 4.38
H: 1.83 -18.25 6.41
H: 4.08 -21.61 3.62
H: -1.16 -14.52 1.09
H: -1.22 -16.00 -0.16
H: -0.89 -17.68 0.16
H: 0.38 -16.64 -0.58
H: 0.07 -12.16 0.67
H: -0.97 -10.88 1.32
H: -1.65 -12.45 1.04
H: 1.75 -11.45 2.19
H: 1.39 -11.58 3.99
H: 0.57 -10.35 2.90
H: -1.97 -13.06 3.49
H: -1.55 -11.48 4.06
H: -0.69 -12.92 4.65
H: 3.11 -26.56 3.26
H: 5.09 -24.48 2.01
H: 5.67 -25.26 3.47
H: 5.51 -23.46 3.33
H: 1.44 -27.82 4.76
H: 0.71 -27.58 3.21
H: -0.29 -28.05 4.51
H: 0.51 -25.96 6.80
H: -1.17 -26.10 6.16
H: -0.25 -24.52 6.21
H: -0.37 -25.52 2.49
H: -0.89 -24.27 3.77
H: -1.68 -25.76 3.72
H: 1.66 -22.29 8.77
H: 0.08 -22.64 8.06
H: 0.06 -21.91 9.66
H: 2.37 -20.10 9.41
H: 0.81 -19.78 10.15
H: 1.38 -18.58 8.82
H: -1.27 -20.57 7.08
H: -0.64 -18.98 7.33
H: -1.27 -19.79 8.74
O: 3.55 -18.97 0.17
C: 2.98 -20.04 0.52
C: 3.37 -21.33 0.13
C: 2.96 -22.50 0.77
C: 1.79 -22.49 1.60
C: 1.24 -21.29 1.92
C: 1.88 -20.11 1.46
C: 1.28 -18.94 1.95
O: 0.35 -18.93 2.83
N: 1.78 -17.71 1.57
N: 1.13 -16.55 3.57
C: 1.68 -15.32 4.05
C: 1.50 -15.24 5.57
C: 2.58 -14.70 6.26
C: 2.60 -14.69 7.64
C: 1.58 -15.33 8.35
C: 0.48 -15.91 7.69
C: 0.46 -15.92 6.29
O: -0.57 -16.53 5.76
H: 2.49 -17.64 0.85
H: 4.22 -21.39 -0.60
H: 3.58 -23.36 0.56
H: 1.38 -23.48 1.85
H: 0.35 -21.10 2.56
H: 2.79 -15.37 3.88
H: 3.42 -14.27 5.70
H: 3.44 -14.28 8.22
H: 1.56 -15.37 9.44
H: -0.42 -16.29 8.09
O: -3.13 -20.75 5.13
C: -2.46 -19.95 4.46
O: -1.60 -19.13 4.93
C: -2.65 -20.17 2.96
C: -2.58 -21.49 2.54
C: -2.98 -21.86 1.25
C: -3.38 -20.84 0.39
C: -3.37 -19.52 0.81
C: -2.98 -19.13 2.10
S: -2.92 -17.51 2.68
H: -2.50 -22.33 3.21
H: -2.83 -22.89 0.94
H: -3.60 -21.12 -0.63
H: -3.77 -18.72 0.13

Löwdin population analysis, charges in e, atoms 1 to 4: atom 1 (Sc): 0.8936, atom 2 (C): -0.0101, atom 3 (C): -0.2407, atom 4 (C): 0.0413


C41H56BCl2I2N5O5P | wB97M-V/def2-TZVPD

**2S+1**: 1
**Energy**: -112320.3678 eV
**Strongest force on any atom**: 0.0374 hartree/bohr
**HOMO**: -0.342 Eh
**Total charge**: +1

Cartesian coordinates (Å):
C: -3.14 0.21 5.11
C: -1.76 -0.46 5.43
C: -0.90 -0.27 4.16
O: -0.91 0.80 3.61
O: -0.17 -1.31 3.60
C: 1.06 -1.59 4.27
C: 2.30 -0.80 3.70
C: 1.94 0.20 2.61
C: 1.96 1.58 2.88
P: 2.44 2.28 4.58
C: 4.23 1.76 4.84
C: 1.42 1.55 5.95
C: 0.15 2.41 6.22
C: 1.62 2.52 1.85
C: 1.72 3.99 2.22
I: 0.03 4.72 3.41
C: 2.05 5.05 1.14
C: 2.33 6.45 1.77
I: 3.97 4.43 0.30
C: 1.21 1.96 0.59
C: 0.73 2.90 -0.51
C: -0.65 3.51 -0.04
C: -0.97 4.84 -0.72
O: -0.69 5.03 -1.88
N: -1.56 5.86 0.10
C: -2.93 6.15 -0.25
C: -3.65 6.98 0.62
C: -4.96 7.37 0.40
C: -5.64 6.91 -0.74
C: -4.94 6.07 -1.59
C: -3.61 5.68 -1.37
C: 1.24 0.59 0.39
C: 0.85 0.00 -0.96
Cl: 2.23 -0.80 -1.82
C: -0.46 -0.88 -0.96
C: -1.18 -0.71 -2.33
Cl: -1.53 -0.21 0.32
N: 1.63 -0.24 1.39
B: 1.76 -1.77 1.23
O: 0.64 -2.54 1.33
O: 3.03 -2.21 1.06
C: 3.14 -3.44 0.31
H: -3.37 -0.07 4.06
H: -3.94 -0.12 5.78
H: -3.03 1.30 5.08
H: -1.98 -1.54 5.50
H: -1.30 -0.05 6.33
H: 1.27 -2.66 4.09
H: 0.98 -1.51 5.36
H: 3.12 -1.48 3.39
H: 2.73 -0.29 4.57
H: 4.56 1.03 4.07
H: 4.89 2.63 4.77
H: 4.36 1.25 5.81
H: 1.19 0.48 5.87
H: 2.03 1.67 6.86
H: -0.46 2.56 5.32
H: -0.50 1.96 6.99
H: 0.49 3.40 6.55
H: 2.56 4.14 2.91
H: 1.28 5.21 0.37
H: 2.79 7.07 0.99
H: 3.05 6.38 2.59
H: 1.39 6.95 2.03
H: 1.46 3.68 -0.77
H: 0.49 2.43 -1.47
H: -0.76 3.50 1.05
H: -1.41 2.79 -0.41
H: -1.58 5.51 1.06
H: -3.14 7.35 1.52
H: -5.46 8.02 1.12
H: -6.66 7.22 -0.93
H: -5.43 5.69 -2.49
H: -3.12 5.02 -2.08
H: 0.57 0.79 -1.67
H: -0.25 -1.95 -0.85
H: -1.51 0.33 -2.45
H: -0.43 -0.95 -3.11
H: -2.02 -1.41 -2.34
H: 0.54 -3.17 0.61
H: 2.59 -3.33 -0.63
H: 2.67 -4.26 0.88
H: 4.18 -3.73 0.15
N: -0.36 -7.46 2.43
C: -0.19 -6.32 3.15
C: 0.13 -5.31 2.28
C: 0.14 -5.88 0.97
C: -0.16 -7.21 1.10
H: -0.59 -8.36 2.81
H: -0.31 -6.32 4.22
H: 0.33 -4.29 2.54
H: 0.36 -5.37 0.04
H: -0.26 -7.99 0.36
N: 0.87 -2.55 -5.07
C: -0.30 -2.68 -5.77
C: -0.02 -3.31 -6.95
C: 1.38 -3.57 -6.97
C: 1.90 -3.09 -5.79
H: 0.96 -2.12 -4.17
H: -1.23 -2.32 -5.37
H: -0.73 -3.56 -7.72
H: 1.94 -4.05 -7.75
H: 2.91 -3.09 -5.41
N: -2.06 -6.94 -10.32
C: -1.91 -6.68 -11.65
C: -0.99 -5.68 -11.79
C: -0.55 -5.32 -10.48
C: -1.23 -6.12 -9.60
H: -2.67 -7.63 -9.92
H: -2.48 -7.22 -12.39
H: -0.66 -5.24 -12.72
H: 0.17 -4.57 -10.23
H: -1.19 -6.18 -8.52

Löwdin population analysis, charges in e, atoms 1 to 4: atom 1 (C): -0.0687, atom 2 (C): -0.1179, atom 3 (C): -0.4456, atom 4 (O): 0.0898


| no. | HOMO-LUMO gap (eV) |
| --- | --- |
| 1 | 6.387 |
| 2 | 5.510 |